Record 1
The following is a quantum chemistry calculation of an isolated ion of composition C8H14ClN4O and charge +1 in a non-equilibrium geometry, from OMol25.

Its HOMO-LUMO gap is 7.899 eV. As for the net charge: +1. As for the LUMO energy: -4.4 eV. As for the multiplicity: 1. The SMILES is CC(=O)NCCCCn1c[n+](Cl)cn1. As for the HOMO energy: -12.250 eV. As for the total energy: -29043.0633 eV.

Last column: natural (NBO) charge in e.
Cartesian coordinates (Å):
C 2.93370 -0.95172 0.85865  -0.731
C 2.83626 -0.22422 -0.55528  0.662
O 3.05505 -0.93699 -1.58017  -0.595
N 2.55366 1.17721 -0.77986  -0.630
C 1.83849 1.84269 0.33537  -0.238
C 0.29321 1.47209 0.49045  -0.444
C -0.52356 1.31207 -0.87703  -0.439
C -0.89376 -0.19675 -1.25720  -0.246
N -1.98140 -0.80249 -0.43884  -0.131
C -2.63482 -0.38510 0.74150  0.224
N -3.54378 -1.46109 1.01448  -0.376
Cl -4.60976 -1.60901 2.34178  0.321
C -3.39396 -2.42629 -0.04592  0.184
N -2.40117 -2.00094 -0.96226  -0.160
H 2.05108 -0.65306 1.52383  0.210
H 2.97258 -2.07162 0.67334  0.266
H 3.90216 -0.68916 1.42570  0.260
H 2.15204 1.37001 -1.70238  0.398
H 1.92302 2.97750 0.15568  0.223
H 2.38657 1.65115 1.32170  0.230
H -0.19856 2.34705 1.06061  0.229
H 0.12455 0.54745 1.15569  0.193
H -1.47844 1.95443 -0.79208  0.226
H 0.05750 1.73343 -1.77015  0.245
H -1.08775 -0.32616 -2.38281  0.273
H 0.05574 -0.81990 -1.05354  0.256
H -2.43893 0.57761 1.30322  0.300
H -3.94971 -3.40823 -0.20448  0.289



Record 2
The following is a quantum chemistry calculation of a 2-piece molecular cluster, C5H7N2O6 overall, from OMol25.

Its HOMO-LUMO gap is 9.951 eV. As for the net charge: +1. As for the LUMO energy: -4.3 eV. As for the multiplicity: 1. As for the HOMO energy: -14.260 eV. As for the total energy: -20554.1280 eV.

Last column: natural (NBO) charge in e.
Cartesian coordinates (Å):
O -1.25392 -2.60843 -1.71694  -0.263
N -1.22729 -1.43736 -1.64804  0.316
O -1.55271 -0.98298 -0.40389  -0.337
C -1.44910 0.45616 -0.42999  -0.126
C -0.60819 0.83786 0.73723  -0.214
C -0.88667 1.09832 2.01623  0.320
O -2.05262 1.09243 2.65968  -0.647
C 0.42215 1.34315 2.73935  0.717
O 0.62348 1.65360 3.84838  -0.425
O 1.44053 1.14194 1.80084  -0.479
C 0.86660 0.85397 0.59765  0.801
O 1.51389 0.61457 -0.38158  -0.622
H -2.43805 0.92026 -0.45049  0.234
H -0.90687 0.71365 -1.34535  0.223
H -2.36575 1.98330 2.88033  0.522
N 1.97772 -1.53866 -2.18177  -0.861
H 2.45774 -2.42078 -2.37062  0.452
H 1.92219 -0.98605 -3.03968  0.457
H 1.02989 -1.72865 -1.84441  0.453
H 2.48698 -1.00629 -1.46693  0.479



Record 3
The following is a quantum chemistry calculation of C37H50B2BrF4MnN9O3 as an isolated structure in a non-equilibrium geometry, from OMol25.

Its HOMO-LUMO gap (spin up / spin down) is 6.714 / 7.960 eV. As for the net charge: -1. As for the LUMO energy (spin up / spin down): 0.2 / 1.4 eV. The relative energy (zero: lowest compared OMol25 entry of this formula, charge and spin) is 39.7 kcal per mole. As for the multiplicity: 5. As for the HOMO energy (spin up / spin down): -6.523 / -6.512 eV. The expectation value of S² is 6.073. As for the total energy: -172331.5284 eV.

Last column: Löwdin spin population.
Cartesian coordinates (Å):
Mn 0.47831 -0.14329 0.10168  3.869
C 2.89305 1.79548 -2.95456  0.000
C 1.58179 2.58098 -2.81709  0.000
C 0.38627 1.83335 -3.40489  0.000
C 1.32728 2.93089 -1.37814  0.001
C 1.71427 4.10881 -0.73043  0.001
C 1.20752 4.01602 0.55206  -0.001
C 1.39373 4.99145 1.67506  0.000
C 2.88377 5.28849 1.87107  0.000
C 0.60601 6.27696 1.40040  0.000
N 0.54284 2.84893 0.63701  0.003
N 0.62062 2.17494 -0.53628  0.016
B -0.49339 2.41690 1.69864  0.001
N -1.76461 1.85497 1.00459  0.002
N -1.69251 0.90409 0.03570  0.041
C -2.91968 0.73286 -0.45103  0.004
C -3.80193 1.58769 0.23067  0.002
C -3.03746 2.28536 1.13946  0.001
C -3.61703 3.20062 2.18552  0.000
C -3.56126 2.50603 3.55134  0.000
C -3.03737 4.62086 2.25842  0.000
C -3.37943 -0.22919 -1.52002  0.000
C -4.42045 0.44932 -2.42014  0.000
C -2.28637 -0.82715 -2.39737  0.001
N 0.08021 1.32161 2.62071  0.002
N 0.24269 0.05630 2.15519  -0.025
C 0.68968 -0.69352 3.18143  0.003
C 0.80091 0.11393 4.30589  0.001
C 0.41413 1.38598 3.91570  0.006
C 0.47194 2.63365 4.74987  0.001
C 1.87798 2.77001 5.34888  0.000
C -0.58410 2.63814 5.85918  0.001
C 0.97590 -2.16751 3.17270  0.000
C -0.33102 -2.96395 3.05321  0.000
C 2.00619 -2.55839 2.11030  0.006
H 2.99992 1.38202 -3.96041  0.000
H 2.92913 0.98480 -2.22927  0.000
H 3.74635 2.44424 -2.75299  0.000
H 1.69731 3.52610 -3.35554  0.000
H 0.19635 0.94091 -2.82012  0.000
H 0.56752 1.55062 -4.44381  0.000
H -0.50779 2.45855 -3.35763  0.000
H 2.29272 4.91775 -1.14649  0.000
H 1.02776 4.53305 2.59277  0.000
H 3.30923 5.75627 0.98132  0.000
H 3.42423 4.36315 2.06441  0.000
H 3.02442 5.96473 2.71767  0.000
H 0.90708 6.70021 0.44056  0.000
H 0.79674 7.01941 2.17868  0.000
H -0.46653 6.07626 1.36111  0.000
H -0.80156 3.35751 2.35042  0.000
H -4.86375 1.69182 0.08332  0.000
H -4.66767 3.29230 1.90074  0.000
H -2.52432 2.30659 3.82192  0.000
H -4.09104 1.55328 3.51360  0.000
H -4.01555 3.12855 4.32610  0.000
H -2.17226 4.66135 2.91858  0.000
H -3.78787 5.30859 2.65314  0.000
H -2.73117 4.97001 1.27142  0.000
H -3.87988 -1.05242 -0.99641  0.000
H -4.00532 1.36271 -2.85054  0.000
H -5.32997 0.70636 -1.87665  0.000
H -4.69447 -0.22079 -3.23694  0.000
H -1.43977 -1.15130 -1.80666  0.001
H -1.94374 -0.10217 -3.13486  0.000
H -2.67810 -1.69193 -2.93626  0.000
H 1.14240 -0.19163 5.28027  0.000
H 0.29643 3.49252 4.10486  0.000
H 2.06500 1.97709 6.07503  0.000
H 1.98190 3.73256 5.85447  0.000
H 2.62498 2.70194 4.55964  0.000
H -0.50028 1.74090 6.47518  0.000
H -1.59448 2.68165 5.45427  0.000
H -0.43418 3.51129 6.49754  0.000
H 1.41253 -2.38000 4.15187  0.000
H -0.84625 -2.69533 2.13573  0.000
H -0.99046 -2.75166 3.89733  0.000
H -0.11967 -4.03544 3.03467  0.000
H 1.68474 -2.26243 1.11376  0.003
H 2.14298 -3.64033 2.09603  0.000
H 2.96215 -2.07549 2.30875  0.000
Br -5.57812 -4.07194 -0.23884  0.000
C -3.78431 -4.51721 -0.70046  0.000
C -3.54812 -5.72067 -1.34361  0.000
C -2.24578 -6.04851 -1.69606  0.000
C -1.20519 -5.18150 -1.40488  0.000
C -1.46254 -3.97887 -0.76015  -0.002
C -2.76175 -3.63806 -0.40146  0.000
C -0.31462 -3.03573 -0.47773  0.002
O 0.83068 -3.40232 -0.71126  0.004
O -0.68295 -1.90420 0.02208  -0.010
H -4.37043 -6.38551 -1.56932  0.000
H -2.05209 -6.98442 -2.20433  0.000
H -0.18200 -5.40975 -1.67049  0.000
H -2.94432 -2.69227 0.09034  0.000
O 1.15342 -0.55577 -1.46156  -0.009
N 0.92651 -1.23456 -2.53000  -0.015
C 1.95550 -1.74917 -3.09991  0.026
C 3.29832 -1.66879 -2.60267  0.003
N 4.37734 -1.58091 -2.21888  0.013
C 1.75482 -2.50515 -4.29267  0.003
N 1.65724 -3.14335 -5.24276  0.014
F 2.51735 0.37488 0.70693  0.030
B 3.53657 0.97925 1.59573  0.002
F 4.55987 1.44955 0.79821  0.001
F 3.95815 -0.01244 2.47265  0.000
F 2.90927 2.02493 2.28554  0.000



Record 4
The following is a quantum chemistry calculation of one molecule with the formula C18H31N5O3S, from OMol25.

Its HOMO-LUMO gap is 8.812 eV. As for the net charge: 0. As for the LUMO energy: 0.2 eV. The relative energy (zero: lowest compared OMol25 entry of this formula, charge and spin) is 4.0 kcal per mole. As for the multiplicity: 1. The SMILES is CCN1CCC[C@@H](ONC(=O)[C@H](CNC(=O)Cc2cnns2)C(C)(C)C)C1. As for the HOMO energy: -8.593 eV. As for the total energy: -43596.5221 eV.

Last column: natural (NBO) charge in e.
Cartesian coordinates (Å):
C -2.37809 -1.82747 -1.62902  -0.615
C -3.47451 -0.77433 -1.56366  -0.211
N -3.00907 0.56002 -1.19947  -0.444
C -4.14426 1.46188 -1.06717  -0.215
C -3.69928 2.88473 -0.76280  -0.401
C -2.81491 2.92983 0.48269  -0.423
C -1.67814 1.95639 0.28357  0.110
O -0.86537 1.97258 1.47278  -0.364
N 0.34575 1.35964 1.22526  -0.349
C 0.56440 0.08000 1.65002  0.675
O -0.31992 -0.65009 2.04992  -0.626
C 2.00844 -0.36466 1.49890  -0.328
C 2.03295 -1.55809 0.53910  -0.215
N 1.71434 -1.19057 -0.83522  -0.621
C 2.60182 -0.50248 -1.58969  0.682
O 3.62214 -0.02314 -1.12778  -0.624
C 2.34249 -0.44739 -3.09226  -0.529
C 0.93467 -0.27513 -3.56757  -0.261
C 0.26741 -1.07175 -4.45588  -0.110
N -0.98270 -0.63997 -4.78320  -0.181
N -1.32606 0.43533 -4.18717  -0.337
S -0.11599 0.99415 -3.17659  0.637
C 2.66729 -0.65924 2.87458  -0.008
C 2.15184 -1.95986 3.49538  -0.627
C 2.36496 0.50425 3.82257  -0.616
C 4.18506 -0.74576 2.68718  -0.608
C -2.20389 0.55821 0.00803  -0.267
H -2.76544 -2.72574 -2.11014  0.221
H -1.53320 -1.47292 -2.22301  0.193
H -2.01937 -2.10821 -0.63757  0.208
H -3.95110 -0.69050 -2.54294  0.203
H -4.24887 -1.11704 -0.85440  0.161
H -4.71033 1.43632 -2.00065  0.207
H -4.82203 1.11338 -0.26486  0.157
H -3.14518 3.27416 -1.62149  0.203
H -4.57609 3.51991 -0.62737  0.215
H -2.43061 3.93539 0.66108  0.217
H -3.38732 2.62913 1.36545  0.209
H -1.05673 2.28007 -0.55919  0.172
H 1.11405 2.01098 1.17069  0.387
H 2.58683 0.43675 1.03209  0.232
H 3.02369 -2.01207 0.54893  0.212
H 1.30220 -2.29757 0.86170  0.227
H 0.88092 -1.55663 -1.26590  0.410
H 2.96929 0.36261 -3.46495  0.258
H 2.74196 -1.37357 -3.51128  0.247
H 0.65057 -1.97337 -4.90980  0.222
H 2.42788 -2.82883 2.89437  0.202
H 2.59813 -2.09330 4.48310  0.210
H 1.06797 -1.94607 3.60221  0.238
H 2.70184 1.45532 3.40053  0.202
H 1.29775 0.58114 4.03987  0.220
H 2.88791 0.35981 4.76964  0.215
H 4.58118 0.17435 2.25283  0.213
H 4.66752 -0.90266 3.65405  0.210
H 4.47588 -1.57189 2.03771  0.207
H -2.76010 0.20820 0.89488  0.182
H -1.36059 -0.11424 -0.12807  0.215



Record 5
The following is a quantum chemistry calculation of C4H16N4O16V as an isolated structure in a non-equilibrium geometry, from OMol25.

Its HOMO-LUMO gap (spin up / spin down) is 4.334 / 7.644 eV. As for the net charge: -1. As for the LUMO energy (spin up / spin down): 2.5 / 2.4 eV. The relative energy (zero: lowest compared OMol25 entry of this formula, charge and spin) is 637.0 kcal per mole. As for the multiplicity: 3. As for the HOMO energy (spin up / spin down): -1.843 / -5.217 eV. The expectation value of S² is 2.019. As for the total energy: -68774.9047 eV.

Last column: Löwdin spin population.
Cartesian coordinates (Å):
V 0.95407 4.68291 -10.46326  0.994
N -0.80466 6.53770 -10.74345  0.030
O -0.44667 5.37443 -10.73987  0.029
O 0.09939 7.37288 -10.90945  0.036
O -1.96228 6.87566 -10.58431  0.027
N 0.36467 6.15055 -8.06202  0.003
O 0.54411 7.35739 -8.15520  0.007
O -0.38075 5.69956 -7.15779  0.003
O 0.75472 5.51888 -9.05046  0.002
N 2.35717 2.45757 -10.97772  0.265
O 1.45627 3.32658 -10.98980  0.011
O 3.26415 2.41769 -11.79669  0.180
O 2.33426 1.82473 -9.97797  0.188
N 2.44506 6.94847 -10.50055  0.023
O 2.08122 7.62571 -9.55388  0.046
O 3.27088 7.36190 -11.25923  0.024
O 1.94040 5.82738 -10.70924  0.033
C 0.49146 5.48117 -12.98818  0.003
O 1.19337 4.68959 -12.07667  0.017
H 0.85397 6.50544 -12.90127  0.000
H 0.61157 5.03453 -13.97518  0.000
H -0.59092 5.48474 -12.85956  0.001
H 2.01188 4.38174 -12.47275  0.005
C 3.44260 4.30500 -9.49254  0.011
O 2.08137 4.27086 -9.12705  0.009
H 3.95978 3.35501 -9.35783  0.005
H 3.42774 4.43881 -10.57420  0.001
H 3.93844 5.18094 -9.07425  0.001
H 1.91886 3.88156 -8.26471  0.001
C -1.07343 3.73999 -9.11208  0.013
O 0.31750 3.60879 -9.43021  0.010
H -1.48531 2.74171 -8.96414  0.001
H -1.11811 4.32233 -8.19177  0.000
H -1.64047 4.21977 -9.90982  0.001
H 0.48296 2.78587 -8.96435  0.001
C -0.67934 2.08813 -11.46495  0.002
O -0.69910 3.54447 -11.49424  0.016
H -1.62244 1.79098 -11.92364  0.000
H 0.28225 1.71649 -11.81893  0.000
H -0.84389 1.85669 -10.41258  0.000
H -1.60547 3.84242 -11.60056  0.004



Record 6
The following is a quantum chemistry calculation of a 12-piece molecular cluster, C15H25Cl34N2O2P2S overall in a non-equilibrium geometry, from OMol25.

Its HOMO-LUMO gap is 6.141 eV. As for the net charge: -1. As for the LUMO energy: 1.1 eV. As for the multiplicity: 1. As for the HOMO energy: -5.015 eV. As for the total energy: -478213.4530 eV.

Last column: Mulliken charge in e.
Cartesian coordinates (Å):
C 1.08954 1.62135 0.13258  -0.406
C 2.24736 2.62164 0.16429  -0.971
N 2.22767 3.45103 1.34954  -0.396
P 2.62743 2.54767 2.85498  0.337
Cl 4.54431 3.77119 3.00628  -0.426
C 3.19188 1.66091 4.45398  -1.452
C 2.31889 0.55096 4.82052  0.012
N 2.37534 -0.55315 4.23152  -0.587
P 1.43632 4.13418 4.03759  0.524
O 2.24457 5.50899 4.31444  -0.461
O 0.20766 4.59862 3.05227  -0.385
S 0.62770 3.45417 5.67679  -0.454
H 0.62678 1.60924 -0.84877  0.095
H 0.37772 1.88548 0.88925  0.132
H 1.49656 0.63839 0.28633  0.279
H 3.19793 2.12228 -0.01438  0.298
H 2.08209 3.28297 -0.67518  0.556
H 2.90393 4.19103 1.27580  0.288
H 3.33803 1.54681 2.10411  0.041
H 1.39585 1.80397 2.82759  -0.308
H 4.14224 1.21495 4.21307  0.463
H 3.35920 2.34027 5.27283  0.565
H 1.62622 0.75789 5.62137  0.577
H 1.65750 -1.11789 4.68623  0.188
H 2.27269 5.99035 3.47610  0.308
H -0.08525 3.79091 2.61457  0.265
C -2.31280 0.33022 -1.77151  0.054
Cl -1.17145 -1.01285 -1.69661  0.091
Cl -2.73783 0.87861 -0.15211  -0.106
Cl -1.64603 1.65992 -2.72221  -0.111
H -3.21393 -0.02026 -2.25885  0.081
C 1.76510 -3.24856 -3.24864  0.089
Cl 2.48273 -1.67735 -2.90531  -0.093
Cl 3.01543 -4.47603 -3.47509  -0.149
Cl 0.65327 -3.71919 -1.96234  -0.046
H 1.20297 -3.16879 -4.16877  0.172
C -2.93088 -0.92518 -5.54666  0.740
Cl -2.07848 0.48527 -6.16828  -0.093
Cl -1.81063 -2.03835 -4.75651  -0.048
Cl -4.21792 -0.43977 -4.43905  -0.174
H -3.38602 -1.44314 -6.37428  -0.391
C -3.94283 0.22010 -10.12838  -0.036
Cl -3.67835 -1.06960 -8.94776  -0.067
Cl -5.66812 0.46209 -10.40161  -0.132
Cl -3.17702 1.71955 -9.61014  -0.116
H -3.49191 -0.08426 -11.06195  0.308
C -0.67779 -5.26738 1.79630  0.056
Cl 1.07573 -5.10703 1.78576  -0.106
Cl -1.42385 -4.03990 0.77382  -0.070
Cl -1.16351 -6.88832 1.28466  -0.140
H -1.02428 -5.11626 2.80884  0.263
C -4.30972 -5.09766 -6.88083  0.067
Cl -3.16604 -6.42785 -6.70648  -0.127
Cl -4.83767 -4.51216 -5.30762  -0.107
Cl -3.60041 -3.78146 -7.82588  -0.097
H -5.17636 -5.46403 -7.41401  0.267
C 4.49423 -2.94914 5.68311  0.340
Cl 4.98067 -4.51114 5.00928  -0.154
Cl 3.72374 -3.16920 7.25903  -0.149
Cl 5.88209 -1.87172 5.81676  -0.132
H 3.77435 -2.49597 5.01051  0.086
C -1.77514 -0.91141 4.97963  -0.081
Cl -0.60568 -2.24094 5.01786  -0.137
Cl -2.19794 -0.40802 6.61816  -0.135
Cl -1.13466 0.43284 4.05517  0.016
H -2.67191 -1.26849 4.49397  0.327
C -8.81057 -6.44844 -4.89287  0.039
Cl -7.65338 -7.76937 -4.72286  -0.120
Cl -9.36097 -5.89117 -3.31399  -0.118
Cl -8.10313 -5.11899 -5.81189  -0.095
H -9.66714 -6.81820 -5.43771  0.302
C 8.21291 3.40993 1.37391  0.106
Cl 8.45951 1.91406 2.27293  -0.123
Cl 9.75519 4.03036 0.76125  -0.159
Cl 7.06832 3.17070 0.06239  -0.099
H 7.79674 4.14434 2.04985  0.249
C -0.96853 8.08900 4.17747  0.113
Cl -0.60842 6.75781 5.25428  -0.044
Cl -2.71537 8.35662 4.04756  -0.154
Cl -0.15883 9.57669 4.70003  -0.154
H -0.59761 7.83523 3.19396  0.211